# 1
A structure of composition C35H47Cl37NO3P. Source: the Open Molecules 2025 dataset; level of theory: the ωB97M-V functional and the def2-TZVPD basis.

Cartesian coordinates (Å):
Cl -4.507 -7.899 -2.780
C -2.620 6.896 -0.725
H 0.546 5.177 -3.001
C 1.016 0.629 -3.203
H 0.809 6.693 -3.898
H -0.298 -4.720 -0.010
C -0.318 2.054 -1.948
C -0.522 -6.902 5.126
Cl -2.515 -4.044 0.274
Cl -3.873 -12.756 -6.603
Cl 0.057 -6.513 6.746
O -1.023 5.804 -4.183
H 2.979 -1.646 2.318
O -0.112 1.352 -5.231
Cl -2.152 8.650 2.424
Cl -0.483 -7.037 -1.769
C -2.306 0.946 -3.026
H 0.425 7.090 -1.496
Cl -3.331 -15.247 -5.212
H -4.125 6.288 -2.130
C -0.432 6.893 -2.141
C -3.936 3.124 1.246
H 0.179 4.418 -5.150
C -4.402 5.003 -0.413
C 5.655 4.726 -0.965
H -2.486 7.014 0.349
N -1.052 1.731 -3.134
Cl 2.183 -5.616 -0.644
P 3.768 -0.800 0.187
H -3.226 5.175 1.392
H -5.394 -14.234 -5.627
C -4.198 -9.625 -2.965
H -8.916 10.746 2.416
H 6.242 5.169 -1.758
Cl 10.741 -4.406 8.018
H -1.865 5.281 -1.975
Cl -2.269 -7.151 5.125
H -3.572 3.108 2.276
H -0.873 7.831 -2.481
Cl 7.840 -4.686 3.481
C 4.847 0.600 0.678
H 5.346 -2.847 5.916
Cl -3.019 -9.926 -4.232
C -7.901 10.550 2.101
C -4.013 6.367 -1.047
Cl 4.671 3.441 -1.667
Cl 6.766 4.075 0.241
C -3.714 8.679 3.240
H -1.927 0.288 -0.967
H -2.496 4.189 0.122
Cl -0.313 -2.563 -0.921
C 2.686 -0.172 -1.145
C 3.702 -5.305 0.191
C 2.605 -0.930 1.591
Cl -3.535 8.371 4.968
Cl 6.997 -5.359 6.171
Cl -4.818 7.518 2.508
Cl 3.625 -5.902 1.856
C -4.417 -13.867 -5.348
Cl 4.037 -3.535 0.169
Cl 4.365 -3.678 3.964
H -0.053 -7.826 4.816
H -5.027 3.120 1.313
H -5.373 5.128 0.076
Cl -7.927 9.188 0.984
C -0.994 -8.162 -0.507
C -3.444 1.878 -0.959
C -1.473 6.082 -1.348
Cl -4.572 -13.042 -3.793
H -4.491 1.817 -1.268
H 1.529 1.157 0.114
C -0.771 -3.790 0.269
H 1.663 -1.304 1.192
C 4.567 -2.493 5.253
H 10.093 -5.395 6.000
Cl -3.658 -10.322 -1.431
H 5.847 0.442 0.281
H -4.571 4.291 -1.219
H -1.484 4.576 -5.732
C -3.404 1.856 0.559
Cl -7.282 11.999 1.311
H 4.492 -5.834 -0.326
Cl 2.273 -0.881 -5.071
Cl -1.183 -7.287 1.017
C 0.857 1.135 -1.919
O -0.550 2.949 -1.193
H -2.574 7.913 -1.127
C -2.737 0.669 -1.594
Cl 11.575 -3.715 5.324
H -4.017 1.022 0.913
H 2.392 0.036 2.049
H 3.635 -1.404 -2.626
Cl -6.953 10.168 3.541
H -0.306 5.833 -6.130
H -4.734 7.124 -0.727
H -1.946 -8.589 -0.791
Cl -0.191 -3.352 1.875
Cl 3.081 -2.325 6.185
C -0.626 5.129 -5.355
Cl 5.080 -0.935 4.598
H -5.125 -10.110 -3.242
Cl 0.163 -9.479 -0.336
H -3.027 2.793 -1.373
H -2.393 1.677 0.931
H 4.463 1.571 0.379
H -4.139 9.666 3.119
C 1.680 0.761 -0.880
Cl -0.073 -5.646 3.974
H 4.936 0.584 1.765
C 11.029 -5.014 6.387
H -2.214 0.026 -3.606
C -3.435 4.436 0.621
Cl 8.442 -7.302 4.570
Cl 12.191 -6.340 6.410
Cl 4.638 5.984 -0.267
H -3.110 1.513 -3.500
C 2.859 -0.674 -2.440
H -3.469 -0.141 -1.651
C 7.280 -5.974 4.538
C 2.034 -0.263 -3.484
H -0.941 5.583 -0.536
C 0.069 6.108 -3.337
C -0.070 1.228 -4.047
H 6.342 -6.351 4.152

Summary:
Frontier orbital gap, eV: 8.13
Electronic energy, eV: -517307.6793

=====

# 2
A cluster of 3 separate species, C3H11NO3 in total. Source: the Open Molecules 2025 dataset; level of theory: the ωB97M-V functional and the def2-TZVPD basis.

Cartesian coordinates (Å):
H 0.743 0.055 0.323
H -2.199 0.187 0.308
C -1.299 -0.295 0.670
O 0.717 -1.930 -2.393
C -0.173 1.194 -1.071
H -1.043 1.083 2.290
O 2.892 0.509 -0.089
O 0.614 2.112 -1.199
N -0.166 0.243 -0.093
H -1.428 -1.351 0.441
H 0.165 -1.901 -1.600
C -1.194 0.020 2.153
H -2.100 -0.303 2.639
H -0.849 0.968 -1.919
H 3.062 1.068 0.678
H -0.400 -0.511 2.669
H 0.118 -2.277 -3.063
H 2.542 1.130 -0.743

Summary:
SMILES: CCNC=O.O.O
Frontier orbital gap, eV: 10.49
Electronic energy, eV: -10921.8386

=====

# 3
A cluster of 9 separate species, C45H104F12N7O3P2 in total. Source: the Open Molecules 2025 dataset; level of theory: the ωB97M-V functional and the def2-TZVPD basis.

Cartesian coordinates (Å):
H -5.998 -1.769 -1.306
F -4.596 1.020 1.282
H 4.604 -1.397 -1.277
C -2.380 2.795 -1.739
H 4.315 -2.493 6.234
N -0.947 4.654 3.886
F -0.209 -2.659 -0.903
H 0.262 -2.805 -2.561
H -4.810 0.977 -4.367
C 4.425 -0.975 1.645
C -6.329 -2.788 -1.396
H -1.474 4.854 5.945
H -4.823 0.004 -2.862
C -9.531 2.314 -3.439
F 1.430 -2.221 0.721
C -5.992 2.123 -1.997
C 0.733 -1.670 -4.261
H 0.082 7.949 -5.325
C -0.726 -4.126 6.554
H 0.179 -1.761 7.031
H -0.909 1.567 2.501
H -6.917 3.172 -3.733
H 0.162 -5.396 -2.263
H 1.599 3.150 -4.347
H 3.680 -1.750 1.876
H -0.286 -2.711 3.575
H 7.393 -3.828 0.620
H 2.842 6.143 -2.823
C 2.253 5.276 -3.116
F -4.966 -0.151 3.140
H 4.558 -0.885 3.676
C -1.743 -4.917 5.641
C -0.806 3.130 3.797
H -7.308 -2.822 -0.878
H 1.709 4.879 -2.270
F 1.699 -1.386 -1.418
H 4.218 -4.234 6.543
C 7.325 -2.945 0.006
F -0.404 -0.302 -1.249
N 0.326 -2.931 -3.582
F -3.764 -1.920 2.254
H 3.204 1.356 3.908
H 5.635 -3.592 5.673
H -8.379 1.304 -1.866
C 3.189 2.835 -1.346
H -0.086 -4.696 7.233
C 2.133 2.274 -2.316
H -1.498 2.184 -1.811
H -2.223 3.575 -1.001
H -2.241 -4.530 3.578
H -0.294 6.110 -2.928
H 3.128 2.225 -4.179
F -2.793 0.063 2.303
H 0.831 4.818 -4.657
H -4.184 -2.559 0.008
H -4.223 2.631 -0.488
H -6.967 1.420 -3.832
F -0.599 -1.233 0.984
H 5.404 0.472 2.945
C -8.400 2.190 -2.507
H -0.209 5.045 3.286
C -0.524 -3.551 4.239
H 2.007 -2.842 3.548
C 3.276 0.784 2.964
H 4.840 5.181 -4.274
F -5.635 -1.130 1.215
H -0.024 -4.399 3.737
H -1.185 -3.332 7.135
H 0.062 -5.794 -3.999
H 2.627 3.310 -0.525
H 1.868 6.167 -5.055
C 1.337 5.693 -4.247
H -6.473 -3.122 -2.428
H -3.314 0.612 -3.468
H -2.402 2.612 2.604
H -9.276 3.012 -4.228
H 1.734 -1.432 -3.827
O -5.825 -5.085 -0.772
H 2.650 -1.950 4.852
H -2.530 -4.222 0.972
H -1.338 -5.868 5.311
H 7.891 -2.121 0.449
H 3.726 -4.694 4.186
H -3.621 -5.351 0.069
N -4.494 -3.517 0.190
C -3.679 2.151 -1.293
H 3.336 1.465 2.106
H -3.658 1.127 -0.959
H 8.594 -2.530 -1.666
H -6.094 3.075 -1.501
N -4.568 2.112 -2.495
H 3.994 -0.488 0.773
H -9.738 1.373 -3.985
H 4.394 -3.145 3.675
C 4.109 4.407 -4.526
P 0.534 -1.289 -0.231
C -0.520 7.381 -4.639
C 4.485 -0.125 2.894
H -1.010 6.417 5.188
H -0.898 3.146 1.740
C -4.245 3.386 -3.198
H -8.378 2.962 -1.729
C -0.065 -1.867 5.974
C 5.670 -1.673 -1.125
H 5.674 -3.150 -2.750
C 0.342 6.632 -3.638
H 0.224 5.069 5.521
C 5.756 -1.516 1.320
H 3.834 -3.088 0.064
H 6.835 -1.762 -2.977
H 1.557 -6.091 -3.056
H 6.428 -0.688 1.136
C 1.333 -4.111 -3.695
H 1.896 -3.561 6.504
H 5.060 -4.237 -0.615
C -0.775 5.342 5.260
H 4.942 -3.984 1.165
C -5.608 -3.956 -0.800
H -0.588 -3.277 -3.909
H 3.853 2.108 -0.877
H 1.109 2.427 -1.940
C -2.695 3.347 -3.163
F -3.596 -0.718 0.163
O 2.316 -3.904 -4.236
C 6.386 -2.468 -2.250
H -1.211 8.060 -4.146
H -1.065 6.700 -5.279
H 1.582 -4.770 5.296
H 2.380 0.147 2.928
C -4.379 0.877 -3.359
C 7.638 -3.074 -1.466
C 0.723 -5.418 -3.197
H 6.264 -1.998 2.158
N 3.208 4.144 -3.425
C 2.434 2.895 -3.693
H 7.911 -4.081 -1.842
H 2.310 1.196 -2.471
N 0.142 -3.307 5.557
C -1.947 -3.951 4.462
H 0.803 -1.760 -5.344
C 3.825 -3.655 4.445
C 4.032 3.849 -2.174
H -10.431 2.587 -2.936
H 3.603 4.620 -5.456
P -4.213 -0.464 1.793
H -1.799 4.980 3.446
C -1.304 2.565 2.581
N 5.817 -2.402 0.171
H -4.931 -3.451 1.116
H -4.544 4.187 -2.499
H 0.906 7.367 -3.079
H 4.972 3.432 -2.522
C -3.244 -4.352 0.146
C 2.441 -2.989 4.531
H -1.118 -1.505 5.811
H -2.684 -3.167 4.572
H 6.275 -0.749 -0.988
H -2.262 2.797 -3.996
H 0.022 -0.902 -3.961
H -6.173 1.250 -1.386
H 4.259 4.819 -1.709
H -2.744 -4.104 -0.788
C 4.871 -3.490 0.172
C 1.543 -3.693 5.477
F 1.180 0.077 0.288
H -4.751 3.431 -4.151
C -7.072 2.253 -3.151
O -0.347 2.638 4.743
H 4.625 3.438 -4.665
H 0.650 -1.212 5.422
H -2.621 -5.030 6.279
C 4.542 -3.486 5.823
H -2.340 4.384 -3.216

Summary:
Frontier orbital gap, eV: 9.43
Charge: +5
Electronic energy, eV: -116077.9396

=====

Largest force on an atom
In order: 0.0239 0.0200 0.0834
Unit: hartree/bohr